[1]
The following is a DFT calculation (wB97M-V/def2-TZVPD) of a cluster of 9 separate species, C4H27NO9 in total.

Its charge is 0. The HOMO energy comes out at -10.00 eV. The gap between HOMO and LUMO is 9.740 eV. The calculation puts the LUMO energy at -0.0097 hartree.

Structure (XYZ):
```
41
Properties=species:S:1:pos:R:3:forces:R:3
C -1.286645 -0.995185 0.404187 0.38 0.31 0.09
C -1.877692 0.375241 0.821895 1.60 -2.91 1.18
C -3.028827 0.634776 -0.006467 -1.80 2.31 -1.38
O -2.720453 0.685944 -1.369792 0.02 -1.15 -1.08
C -3.886037 0.932611 -2.144408 0.24 0.30 0.31
N -2.211529 0.297269 2.248172 -0.70 0.76 0.55
H -0.834479 -0.885817 -0.581556 -0.10 -0.28 0.00
H -2.041270 -1.781652 0.393734 -0.37 0.19 -0.25
H -0.537220 -1.381808 1.094824 0.20 0.42 0.09
H -1.108177 1.142543 0.737151 -0.06 0.10 -0.26
H -3.329004 1.666550 0.176397 -0.71 0.30 0.78
H -3.881647 -0.015165 0.189391 0.01 -0.39 0.16
H -4.293826 1.887766 -1.813527 -0.12 0.38 -0.37
H -4.695668 0.217859 -1.996988 0.14 -0.49 0.25
H -3.637088 0.923132 -3.205557 0.20 0.21 0.21
H -2.738382 -0.488911 2.600930 0.31 -0.84 -0.73
H -2.842145 1.036770 2.523055 0.21 0.76 -0.06
O 1.915269 -0.572012 -0.457596 0.09 0.02 -0.63
H 1.859464 -0.957485 0.416781 0.06 0.19 0.37
H 1.547283 0.305857 -0.356780 0.07 0.43 -0.12
O 5.129266 -1.893015 0.590118 0.11 -0.14 -0.10
H 4.536655 -1.205362 0.893698 -0.20 0.37 -0.07
H 4.900759 -2.657453 1.118935 0.08 -0.23 0.12
O 1.564055 2.689917 -1.027744 -0.14 -0.18 0.18
H 0.858255 2.345941 -1.575253 -0.32 -0.11 -0.25
H 2.105141 3.202901 -1.627997 0.26 0.12 -0.08
O 1.917843 -1.577187 1.974390 -0.03 -0.31 0.37
H 2.438903 -1.551861 2.776936 0.29 0.16 0.30
H 2.002808 -2.477779 1.661411 -0.11 -0.47 -0.03
O 2.165293 -2.204375 -2.627354 0.19 -0.65 -0.44
H 2.160872 -1.663758 -1.837455 0.08 0.58 0.81
H 2.525237 -3.044002 -2.341513 0.09 -0.19 -0.14
O 0.368349 0.761172 2.911066 1.28 0.51 0.32
H 0.787153 -0.099460 2.898973 0.06 -0.07 -0.11
H -0.528856 0.595555 2.621565 -1.05 -0.21 0.28
O 2.103892 2.965250 1.781753 0.34 0.29 0.24
H 1.709996 2.878765 0.913650 -0.03 0.01 -0.43
H 1.487064 2.529270 2.369684 -0.23 -0.38 0.26
O 0.394808 -0.490769 -3.739566 -0.49 0.80 -0.16
H -0.056092 -1.198205 -4.200491 -0.02 -0.15 -0.04
H 1.056671 -0.933826 -3.208653 0.16 -0.38 -0.13
```
Forces are in eV/Å.

=====

[2]
The following is a DFT calculation (wB97M-V/def2-TZVPD) of a cluster of 15 separate species, C4H28F12N3O20S4 in total.

Its charge is -1. The HOMO energy comes out at -8.16 eV. The gap between HOMO and LUMO is 9.812 eV. The calculation puts the LUMO energy at 0.0608 hartree.

Structure (XYZ):
```
71
Properties=species:S:1:pos:R:3:forces:R:3
N -0.560729 -0.386038 -2.248987 -0.92 -0.48 -0.81
H -1.284529 -1.084298 -2.341957 -1.03 -0.45 0.08
H 0.267211 -0.936168 -2.427777 1.28 -0.12 -0.46
H -0.658659 -0.089288 -1.288547 0.29 0.84 0.60
H -0.781609 0.287782 -2.968217 0.41 0.48 0.07
C -0.191959 -3.930658 -4.408147 3.10 2.11 0.43
F -0.158679 -3.277678 -5.613147 -1.01 -0.88 1.57
F -1.159909 -3.515018 -3.583807 -0.79 -0.15 -0.93
F -0.158209 -5.211078 -4.552217 -1.35 -1.20 -0.78
S 1.429581 -3.649188 -3.505487 -0.09 -1.68 -1.65
O 1.288741 -4.550418 -2.341707 -0.12 2.48 -1.71
O 2.419071 -4.070138 -4.498657 -1.25 0.71 1.45
N 1.398691 -1.888188 -3.391417 -0.78 -3.74 0.06
S 2.824401 -1.752258 -2.761767 4.61 3.62 0.92
O 2.960491 -2.391048 -1.465987 -0.09 0.14 -0.63
O 3.925101 -1.876368 -3.719117 -1.40 0.21 1.30
C 2.829201 0.198322 -2.315097 0.48 -4.09 -0.73
F 2.462071 0.849872 -3.391997 0.06 1.20 -0.75
F 1.957881 0.396372 -1.367727 -0.99 0.56 1.25
F 4.029221 0.506622 -1.888447 0.25 0.53 -0.24
C -0.271899 -2.410548 0.848953 0.75 0.01 0.43
F -0.240529 -3.278098 1.850383 -0.19 0.25 -0.20
F 0.976141 -1.912378 0.681853 -1.35 -0.12 0.06
F -0.629749 -3.042838 -0.268787 -0.12 0.63 0.26
S -1.569979 -1.053588 1.349033 -0.64 -2.15 0.83
O -2.849589 -1.675438 0.962833 2.28 2.24 -0.23
O -1.499899 -0.863358 2.797543 0.70 0.19 -2.34
N -0.980329 0.219432 0.339323 -2.87 -2.63 0.94
S -0.419099 1.243522 1.343263 3.08 4.46 5.32
O -1.336109 1.886322 2.327663 1.29 -1.70 -1.95
O 0.871781 0.757022 1.887633 -2.39 1.06 -1.14
C -0.021029 2.847852 0.387463 0.45 0.33 0.16
F 0.645881 3.719762 1.213393 -1.55 -1.16 -0.64
F 0.825941 2.611082 -0.599437 0.01 -0.45 -0.69
F -1.118779 3.403092 -0.146927 0.62 -0.29 0.82
O -4.247329 -3.320158 -0.295697 -0.80 -0.44 -0.91
H -4.072169 -3.962828 0.391713 0.08 -0.13 0.07
H -3.937189 -2.490358 0.066893 0.13 -0.02 0.34
O -0.016409 -2.623388 4.988963 0.25 -0.26 0.17
H -0.868509 -2.616668 5.424973 -0.20 0.03 0.06
H -0.061409 -1.900608 4.363013 -0.07 0.26 -0.23
O -2.908079 -1.656798 -2.413747 -0.06 0.32 -0.33
H -2.773619 -2.334288 -3.076437 -0.12 -0.32 -0.19
H -3.635129 -1.981588 -1.882577 -0.21 -0.38 0.36
O 1.338781 -5.701868 0.098073 -0.21 -0.40 0.61
H 1.918641 -5.116398 0.585123 0.18 0.11 0.07
H 1.098281 -5.205318 -0.684127 0.10 0.14 -0.35
O 1.467491 5.709412 3.829473 -0.02 0.33 0.19
H 1.706821 5.297762 2.999103 0.16 -0.20 -0.26
H 0.818401 5.118872 4.211793 -0.08 -0.20 0.05
O -0.275649 6.491462 -0.985587 0.25 -0.02 -0.17
H -1.110409 6.147212 -1.303237 -0.22 -0.14 -0.06
H -0.505729 6.997792 -0.206527 -0.01 0.10 0.25
O -3.529869 1.306902 -0.512797 -0.32 0.21 -0.38
H -4.254549 0.692512 -0.396207 -0.32 -0.20 -0.05
H -2.742859 0.769262 -0.424577 0.38 -0.13 0.13
O 3.241841 -0.547958 2.338793 0.36 -0.04 0.24
H 3.623301 -1.222188 1.776523 0.21 -0.13 -0.18
H 2.298121 -0.623548 2.197743 -0.37 0.23 -0.08
O -4.017789 2.751952 1.805193 -0.61 0.38 0.41
H -3.427519 2.465202 2.502033 0.14 0.05 0.10
H -3.832489 2.160972 1.075373 0.23 -0.07 -0.41
O 3.520411 2.349132 2.825613 0.09 0.71 0.03
H 3.516291 1.434112 2.544603 -0.06 -0.63 -0.22
H 3.351391 2.311822 3.767033 -0.04 -0.04 0.17
O 3.326211 3.698162 -0.986707 0.35 0.10 0.03
H 2.426521 3.721052 -0.660707 0.01 0.08 0.11
H 3.237631 3.522452 -1.923467 0.01 0.00 -0.24
O -2.352059 4.111512 4.399893 -0.20 0.10 0.20
H -1.696879 4.751492 4.678093 0.07 0.20 0.06
H -1.844619 3.411942 3.988393 0.19 -0.35 -0.30
```
Forces are in eV/Å.

=====

[3]
The following is a DFT calculation (wB97M-V/def2-TZVPD) of a cluster of 10 separate species, C4H28N2O10S in total.

Its charge is 0. The HOMO energy comes out at -9.27 eV. The gap between HOMO and LUMO is 9.496 eV. The calculation puts the LUMO energy at 0.0083 hartree.

Structure (XYZ):
```
45
Properties=species:S:1:pos:R:3:forces:R:3
C -0.519618 1.558019 -1.722628 0.19 0.33 -0.61
C 0.655268 0.786730 -1.130850 -0.90 0.32 0.66
C 1.508232 1.688664 -0.244898 0.49 -0.27 0.24
S 2.565459 2.837224 -1.176109 0.03 0.03 0.08
N 0.154761 -0.337448 -0.303490 0.03 0.25 -0.36
C 0.033794 -1.541488 -0.905459 -0.19 -0.84 0.05
N -0.740469 -2.500891 -0.362615 -0.26 0.42 0.62
O 0.659610 -1.791260 -1.968368 0.17 -0.11 -0.12
H -1.149373 0.892772 -2.304492 -0.12 -0.06 -0.07
H -1.135882 2.058049 -0.986576 -0.14 -0.11 0.47
H -0.169051 2.353605 -2.392546 0.11 -0.21 0.05
H 1.205282 0.368989 -1.967793 0.33 -0.09 0.28
H 2.102830 1.101929 0.458361 0.18 -0.06 -0.32
H 0.891184 2.303854 0.411139 -0.28 0.18 -0.25
H 3.600361 2.007646 -1.395467 -0.17 -0.01 0.05
H -0.566385 -0.106905 0.376660 -0.09 -0.06 -0.06
H -1.217576 -2.423248 0.552890 0.30 0.24 -0.16
H -0.665479 -3.428013 -0.734165 0.18 -0.01 -0.33
H -2.926211 -0.124769 -0.166778 0.12 0.14 0.40
H -2.757175 0.946364 1.023967 0.02 -0.74 -0.29
O -2.660163 -0.007004 0.778422 -0.08 0.81 -0.06
H 1.217942 -1.170313 2.695497 -0.02 -0.30 0.45
H 0.764495 -1.866088 4.063973 0.19 0.12 -0.28
O 0.484810 -1.277267 3.353796 -0.18 0.27 0.16
H 0.698359 2.240306 2.884722 0.14 0.05 -0.09
H -0.254663 1.529058 3.827637 0.05 0.47 -0.24
O -0.126547 2.378964 3.359296 -0.03 -0.76 0.41
H 2.263231 -1.781657 -1.322469 0.13 -0.04 0.04
H 3.729608 -1.306641 -1.328432 0.27 0.13 -0.08
O 3.064438 -1.681185 -0.753229 -0.30 -0.20 -0.21
H -1.556935 2.537483 2.354423 -0.41 0.18 -0.32
H -2.439442 3.555994 1.569383 -0.02 -0.23 0.06
O -2.356947 2.618445 1.780907 0.32 0.10 0.14
H -1.293391 -1.186863 -4.329751 0.21 -0.18 0.29
H -0.702438 -1.912052 -3.040817 0.07 0.24 -0.55
O -1.516716 -1.733831 -3.566526 -0.29 -0.05 0.08
H 2.608324 -1.208255 0.805796 -0.04 0.29 0.47
H 3.399087 -1.263940 2.095503 0.41 -0.12 0.39
O 2.570256 -0.930624 1.762802 -0.10 -0.01 -0.82
H -2.627999 -0.948775 -2.421509 -0.30 0.33 0.26
H -4.031417 -1.136569 -1.831183 0.41 0.53 0.07
O -3.291684 -0.498517 -1.831999 -0.26 -0.91 -0.46
H -1.040574 -1.871839 2.708198 -0.24 0.27 -0.21
H -2.343973 -1.391947 1.903882 0.47 -0.15 0.30
O -1.824312 -2.169021 2.205409 -0.42 -0.20 -0.13
```
Forces are in eV/Å.

=====

[4]
The following is a DFT calculation (wB97M-V/def2-TZVPD) of a cluster of 10 separate species, C4H28O11 in total.

Its charge is 0. The HOMO energy comes out at -10.18 eV. The gap between HOMO and LUMO is 10.444 eV. The calculation puts the LUMO energy at 0.0097 hartree.

Structure (XYZ):
```
43
Properties=species:S:1:pos:R:3:forces:R:3
C 0.659490 1.150317 -2.275941 0.97 0.13 -0.90
O 1.072665 -0.087132 -2.859634 -0.36 -0.52 0.41
C 1.097341 1.344215 -0.834229 0.33 0.39 -0.30
C 0.315797 2.520245 -0.228972 1.01 -0.40 2.23
C 1.018815 2.772489 1.120161 0.21 1.13 -0.48
O -1.044362 2.185192 0.042419 0.35 0.06 0.30
H -0.401131 1.368900 -2.445913 0.11 -0.34 0.15
H 1.235152 1.863683 -2.897266 -0.50 0.12 0.43
H 0.378341 -0.744352 -2.693279 0.03 0.10 -0.26
H 2.189003 1.536831 -0.853968 -0.48 0.45 0.02
H 1.107350 0.486853 -0.130130 -0.90 0.15 -0.68
H 0.388099 3.461473 -0.796235 -0.35 -0.51 -0.24
H 0.468211 3.442912 1.771691 -0.44 0.08 0.05
H 1.929030 3.347770 0.885994 0.14 -0.67 0.38
H 1.191279 1.843925 1.667970 0.30 0.11 -0.20
H -1.117161 1.839402 0.988243 -0.06 0.44 -1.29
H -3.173932 -1.091287 1.312936 -0.03 0.18 -0.11
H -3.079775 -1.366210 -0.200860 -0.58 0.36 0.46
O -3.410155 -1.735693 0.636431 0.30 -0.21 -0.18
H -1.771434 -2.722914 0.225957 0.01 -0.61 0.26
H -0.427539 -3.507701 0.047300 -0.69 0.14 -0.10
O -1.397905 -3.589279 -0.012640 0.13 -0.23 0.11
H -1.762127 -1.219088 -1.909409 -0.22 -0.33 -0.22
H -1.684260 -2.791831 -2.268952 -0.20 0.11 0.45
O -1.297256 -1.922166 -2.406009 0.73 0.42 -0.46
H -1.686789 0.391300 -0.344990 -0.22 0.46 -0.36
H -2.564435 1.103854 -1.365489 0.08 0.03 0.10
O -2.331613 0.223938 -1.054845 -0.01 -0.75 -0.01
H 1.061085 0.254786 3.175360 -0.02 -0.62 0.07
H 0.066792 -0.430832 4.152989 0.43 -0.12 -0.06
O 0.447788 0.419453 3.906568 -0.53 0.48 0.05
H 2.282917 -1.054256 1.305759 0.02 0.16 -0.02
H 0.907688 -1.609994 1.207077 0.09 0.24 0.16
O 1.442510 -1.038437 1.787229 0.09 -0.26 -0.26
H 1.629294 -2.856230 -0.992569 0.39 0.14 0.64
H 0.354711 -2.240695 -1.394732 -0.65 0.13 0.59
O 0.882414 -2.395542 -0.583810 0.39 -0.38 -1.25
H -0.971362 0.631897 2.706732 -0.20 0.29 0.17
H -2.147827 1.631446 2.779572 0.02 -0.19 0.01
O -1.763315 0.948173 2.214406 0.12 -0.20 0.35
H 4.062443 -0.625960 -1.016396 -0.06 -0.13 0.11
H 2.648315 -0.744704 -1.566877 -0.21 -0.02 0.13
O 3.195851 -0.994733 -0.801648 0.46 0.17 -0.28
```
Forces are in eV/Å.

=====

[5]
The following is a DFT calculation (wB97M-V/def2-TZVPD) of a cluster of 10 separate species, C4H29NO11 in total.

Its charge is +1. The HOMO energy (spin up / spin down) comes out at -13.84 / -13.84 eV. Its expectation value of S² is 0.755. The gap between HOMO and LUMO (spin up / spin down) is 10.543 / 5.386 eV. The spin multiplicity is 2. The calculation puts the LUMO energy (spin up / spin down) at -0.1211 / -0.3106 hartree.

Structure (XYZ):
```
45
Properties=species:S:1:pos:R:3:forces:R:3
C 0.363293 0.673038 0.663507 -2.97 -2.83 0.85
O 0.646272 -0.104867 1.813964 0.43 -0.23 -0.19
C 0.818203 -0.196705 -0.539412 -0.84 1.13 -1.57
C 1.850100 0.507822 -1.477831 -0.46 -1.17 -0.37
C 3.307814 0.069060 -1.272455 0.39 -0.51 -2.66
O 3.851081 0.392583 -0.049671 0.08 0.72 1.60
N -0.432894 -0.594735 -1.306016 2.21 -1.37 1.42
H -0.788259 0.758387 0.788037 1.90 0.08 -1.09
H 0.736233 1.652747 0.656301 0.92 1.17 0.09
H 1.185101 0.409375 2.395854 0.79 0.75 0.82
H 1.251571 -1.173077 -0.164025 -0.57 0.53 -0.28
H 1.785200 1.561260 -1.343333 -0.09 0.99 0.35
H 1.514473 0.356791 -2.526029 0.56 -0.23 0.43
H 3.907999 0.674984 -2.092703 -0.93 -1.53 1.71
H 3.416482 -1.057516 -1.434318 -0.12 1.37 -0.22
H 3.401792 -0.015887 0.716099 0.23 -0.11 -0.69
H -0.418679 -1.241887 -2.121466 0.06 0.64 0.29
H -1.114035 -0.870659 -0.605825 -1.34 0.10 -0.24
H 3.412076 1.905696 1.397457 -0.26 -0.05 -0.14
H 3.402019 2.429571 2.791323 -0.42 -0.03 0.22
O 2.813173 1.995762 2.156738 0.58 0.02 -0.15
H -1.332484 -3.791468 -1.203938 1.83 -0.55 2.10
H -2.616887 -3.527001 -1.681315 0.61 -0.29 -1.02
O -1.729828 -3.812577 -2.034746 -2.11 0.82 -1.29
H -0.699714 4.115700 0.033092 1.79 1.61 0.17
H 0.621515 4.034498 0.547239 5.86 -6.52 4.18
O 0.157197 4.645584 0.201166 -7.42 5.04 -4.29
H 1.064246 -2.964751 2.570928 -4.83 -1.03 -3.74
H 1.893823 -1.956290 3.155197 0.48 2.29 0.31
O 1.751042 -2.865030 3.099826 4.44 -1.34 3.43
H -0.748518 -2.101454 2.194291 0.39 0.85 0.67
H -2.035222 -1.145985 1.957753 -0.02 1.56 0.47
O -1.650071 -2.002822 1.922742 0.12 -2.35 -0.66
H -2.381320 2.688908 -1.009335 -1.79 1.35 -0.45
H -1.345071 1.795711 -1.059933 0.31 0.99 1.21
O -1.666647 2.506855 -0.425378 0.90 -2.38 -1.20
H -2.181796 -2.427409 0.308786 -0.39 -0.06 0.98
H -3.648701 -1.947566 0.319649 -0.16 0.19 0.48
O -2.960772 -2.289220 -0.238313 0.09 -0.41 -1.94
H -4.040733 0.391921 1.164606 0.27 0.14 0.06
H -2.634177 0.750690 0.612027 -0.30 0.60 -0.07
O -3.139357 0.060912 1.048507 -0.31 0.08 0.28
H -2.422279 -0.064167 -3.252598 1.56 2.59 -0.24
H -1.184470 0.906798 -3.486473 8.01 -0.11 -3.64
O -1.978776 0.866409 -3.189975 -9.48 -2.50 4.02
```
Forces are in eV/Å.

=====

no.,maximum force (eV Å⁻¹)
1,3.53
2,7.59
3,1.16
4,2.48
5,10.60